Here is a structure of composition C11H16CrO5P at a distorted geometry from OMol25. Energies are from ωB97M-V/def2-TZVPD.

The energy comes out at -2190.047505 a.u. Its molar mass is 311.214 g mol⁻¹. The largest force on an atom is 0.1616 Eh/bohr. The expectation value of S² is 3.791. As for the net charge: +2. Its spin multiplicity is 4.

Each line ends with the Mulliken charge.
Element x y z (Å)
O1 -4.46 3.38 -3.49  -0.137
C1 -3.53 3.27 -2.82  0.118
Cr1 -0.71 1.67 -0.81  -0.841
O2 -3.11 0.39 -2.26  -0.115
C2 -2.17 0.88 -1.77  0.363
C3 0.45 2.94 0.09  0.381
O3 1.20 3.58 0.72  -0.167
C4 -1.97 1.80 0.62  0.504
O4 -2.76 1.92 1.47  -0.121
C5 0.40 1.61 -2.37  0.460
O5 1.09 1.57 -3.32  -0.129
H1 -1.02 3.17 -1.14  0.378
C6 2.81 0.49 1.02  -1.316
C7 2.01 -0.42 0.10  -0.543
P1 0.19 -0.20 0.11  1.567
C8 -0.41 -1.62 -0.89  -0.761
C9 0.17 -3.00 -0.57  -1.207
C10 -0.43 -0.56 1.79  -0.755
C11 0.19 -1.76 2.50  -1.228
H2 2.77 1.53 0.66  0.286
H3 3.86 0.19 1.02  0.405
H4 2.45 0.48 2.05  0.315
H5 2.31 -0.25 -0.95  0.476
H6 2.23 -1.48 0.32  0.428
H7 -1.50 -1.62 -0.80  0.378
H8 -0.17 -1.36 -1.94  0.420
H9 -0.21 -3.40 0.38  0.269
H10 -0.15 -3.70 -1.35  0.404
H11 1.26 -2.99 -0.56  0.312
H12 -0.27 0.36 2.38  0.438
H13 -1.52 -0.69 1.68  0.457
H14 1.28 -1.72 2.50  0.324
H15 -0.14 -1.75 3.55  0.402
H16 -0.16 -2.71 2.08  0.236